Entry 1:
DFT (ωB97M-V with the def2-TZVPD basis set) results for a single C13H17F3N4O2S molecule in a non-equilibrium geometry.

Properties
- Maximum force: 1.89 eV/Å
- LUMO: 0.32 eV
- E_HOMO: -9.229 eV
- Calculated total energy: -1572.916298 a.u.

Structure (ORCA input):
```
! wB97M-V def2-TZVPD RIJCOSX def2/J DEFGRID3
* xyz 0 1
C 0.067 4.970 -2.369
H 0.974 5.432 -2.751
H -0.784 5.546 -2.725
H 0.089 5.033 -1.285
C -0.031 3.526 -2.858
C 1.164 2.679 -2.403
C 1.094 2.340 -0.916
N -0.163 1.670 -0.623
C -0.147 0.376 -0.281
O 0.916 -0.210 -0.072
C -1.454 -0.383 -0.101
H -2.298 0.138 -0.545
H -1.343 -1.334 -0.628
C -1.737 -0.652 1.387
C -1.139 -1.940 1.916
O -1.732 -2.673 2.681
N 0.120 -2.226 1.478
C 0.746 -3.356 1.886
N 1.936 -3.707 1.511
N 2.331 -4.849 2.033
C 1.456 -5.390 2.812
S -0.029 -4.483 2.985
C 1.676 -6.685 3.511
F 2.877 -7.210 3.270
F 0.768 -7.612 3.151
F 1.567 -6.563 4.847
H 0.627 -1.569 0.845
H -2.812 -0.713 1.562
H -1.349 0.167 1.999
C -1.300 2.513 -0.914
H -1.191 3.432 -0.329
C -1.331 2.849 -2.407
H -1.466 1.923 -2.969
H -2.183 3.498 -2.613
H -2.234 2.044 -0.611
H 1.160 3.245 -0.306
H 1.908 1.669 -0.640
H 1.177 1.745 -2.969
H 2.096 3.207 -2.606
H -0.029 3.553 -3.954
*
```

---

Entry 2:
DFT (ωB97M-V with the def2-TZVPD basis set) results for a molecular structure, BF9MoOSe4Te.

Properties
- Maximum force: 0.12 eV/Å
- LUMO (spin up / spin down): -2.19 / -3.48 eV
- E_HOMO (spin up / spin down): -9.407 / -10.197 eV
- Calculated total energy: -10941.145746 a.u.

Structure (ORCA input):
```
! wB97M-V def2-TZVPD RIJCOSX def2/J DEFGRID3
* xyz 0 3
Mo 0.896 0.355 0.646
Se -0.299 0.482 2.995
Se 1.344 1.913 2.724
Se 2.485 -1.245 2.044
Se 2.453 -1.664 -0.097
F 0.577 3.200 -1.509
Te -0.929 1.997 -1.517
F 2.486 1.217 0.123
F -1.932 3.450 -0.902
F -2.371 0.882 -0.893
F 0.611 0.252 -1.357
O -0.317 1.685 0.325
F -1.232 -3.635 0.265
B -1.159 -2.797 -0.755
F -0.314 -1.150 0.574
F -0.078 -2.822 -1.528
F -2.220 -2.122 -1.139
*
```

---

Entry 3:
DFT (ωB97M-V with the def2-TZVPD basis set) results for a gas-phase ion, C12H19BNO7 (charge -1) in a non-equilibrium geometry.

Properties
- Maximum force: 7.76 eV/Å
- LUMO: 2.85 eV
- E_HOMO: -5.430 eV
- Calculated total energy: -1074.995869 a.u.

Structure (ORCA input):
```
! wB97M-V def2-TZVPD RIJCOSX def2/J DEFGRID3
* xyz -1 1
C -4.393 0.718 1.874
C -3.767 -0.214 0.687
C -3.330 0.795 -0.501
O -2.074 0.445 -1.119
B -0.935 1.178 -0.535
N -0.929 2.711 -0.562
C -1.061 3.132 0.668
O -1.566 3.761 1.639
O -0.604 0.478 0.733
C 0.724 -0.094 0.696
C 1.473 0.666 1.904
C 1.335 -0.311 3.207
C 1.222 0.121 -0.831
C 2.756 0.499 -1.130
C 3.077 0.012 -2.628
O 2.679 0.749 -3.574
O 3.820 -1.166 -2.980
C 3.329 -2.341 -2.327
C 1.988 -3.128 -2.715
O 4.044 -2.814 -1.393
O 0.172 0.840 -1.492
H -5.038 0.089 2.579
H -5.001 1.583 1.402
H -3.555 1.190 2.518
H -2.874 -0.832 1.076
H -4.613 -0.926 0.339
H -3.379 1.857 -0.076
H -4.144 0.725 -1.324
H 0.853 -1.218 0.871
H 2.555 0.965 1.685
H 0.875 1.619 2.174
H 0.215 -0.574 3.333
H 1.848 -1.299 2.893
H 1.769 0.146 4.157
H 1.156 -0.954 -1.274
H 3.511 0.089 -0.378
H 2.842 1.654 -1.145
H 2.210 -4.263 -2.655
H 1.685 -2.943 -3.815
H 1.124 -2.946 -1.981
*
```

---

Entry 4:
DFT (ωB97M-V with the def2-TZVPD basis set) results for a single C4H10S molecule in a non-equilibrium geometry.

Properties
- Maximum force: 3.42 eV/Å
- ΔE to the lowest compared entry with this formula, charge and spin: 0.687 eV
- LUMO: 1.20 eV
- E_HOMO: -8.211 eV
- Calculated total energy: -556.556732 a.u.

Structure (ORCA input):
```
! wB97M-V def2-TZVPD RIJCOSX def2/J DEFGRID3
* xyz 0 1
C 2.708 -0.161 0.183
C 1.420 0.541 -0.060
C -1.465 0.646 0.015
C -2.640 -0.228 0.111
H 2.771 -0.736 1.127
H 2.805 -0.927 -0.680
H 3.528 0.623 0.081
H 1.466 0.974 -1.083
H 1.127 1.386 0.592
H -1.529 1.331 -0.778
H -1.205 1.208 0.883
H -2.722 -0.999 -0.634
H -2.713 -0.778 1.041
H -3.543 0.523 0.055
S -0.007 -0.462 -0.131
*
```

---

Entry 5:
DFT (ωB97M-V with the def2-TZVPD basis set) results for a molecular structure, C29H85O14Zr in a non-equilibrium geometry.

Properties
- Maximum force: 9.46 eV/Å
- LUMO: -13.51 eV
- E_HOMO: -15.142 eV
- Calculated total energy: -2254.993701 a.u.

Structure (ORCA input):
```
! wB97M-V def2-TZVPD RIJCOSX def2/J DEFGRID3
* xyz 3 1
Zr -3.284 -1.552 2.036
C 0.161 0.956 1.017
C -0.290 -0.352 0.450
C 0.896 -1.340 0.647
O -1.539 -0.794 0.948
H 0.359 0.886 2.087
H -0.555 1.761 0.853
H 1.083 1.272 0.529
H -0.380 -0.183 -0.623
H 0.682 -2.234 0.062
H 1.139 -1.627 1.670
H 1.892 -1.061 0.302
C 3.445 2.557 -0.494
C 4.899 2.956 -0.276
O 5.466 2.184 0.794
H 3.453 1.503 -0.769
H 2.968 3.051 -1.340
H 2.764 2.560 0.357
H 4.989 4.009 -0.012
H 5.542 2.767 -1.136
H 6.425 2.207 0.764
C -1.174 -4.962 1.049
C -2.678 -4.654 1.325
O -3.012 -3.395 0.789
H -0.909 -5.922 1.493
H -0.529 -4.131 1.335
H -1.016 -5.060 -0.025
H -2.779 -4.706 2.409
H -3.295 -5.488 0.992
H -3.024 -3.568 -0.155
C 2.983 -0.610 3.926
C 3.541 0.411 2.958
O 4.887 0.821 3.300
H 3.544 -1.534 3.784
H 1.946 -0.691 3.600
H 3.082 -0.330 4.975
H 2.880 1.276 3.002
H 3.619 -0.061 1.979
H 5.134 1.559 2.739
C -6.761 -0.536 0.181
C -5.678 -1.367 -0.442
O -4.467 -1.010 0.179
H -6.496 0.521 0.145
H -7.084 -0.811 1.185
H -7.616 -0.659 -0.483
H -5.610 -1.188 -1.515
H -5.974 -2.390 -0.210
H -4.192 -0.225 -0.301
C 5.099 -2.337 0.010
C 4.923 -0.853 -0.290
O 5.512 -0.563 -1.534
H 4.725 -2.515 1.019
H 6.119 -2.697 -0.118
H 4.502 -2.924 -0.688
H 5.460 -0.258 0.449
H 3.883 -0.529 -0.242
H 4.792 -0.359 -2.136
C -0.484 1.762 5.219
C 0.616 1.386 6.135
O 1.309 2.568 6.529
H -0.088 2.155 4.282
H -1.127 2.536 5.637
H -1.139 0.915 5.017
H 1.269 0.751 5.536
H 0.278 0.778 6.975
H 0.604 3.153 6.816
C -2.452 5.283 2.651
C -0.943 5.158 2.946
O -0.124 6.225 2.425
H -2.962 4.549 3.276
H -2.727 5.119 1.609
H -2.797 6.245 3.029
H -0.532 4.223 2.564
H -0.701 5.112 4.008
H 0.800 6.034 2.601
C -4.732 3.044 -0.410
C -3.532 2.080 -0.502
O -3.908 0.950 -1.228
H -4.447 3.988 0.055
H -5.589 2.733 0.189
H -5.007 3.306 -1.431
H -3.298 1.822 0.531
H -2.735 2.600 -1.032
H -3.953 1.179 -2.159
C 0.390 4.196 -1.749
C 0.529 4.869 -0.415
O -0.521 5.833 -0.174
H 0.845 3.207 -1.810
H 0.870 4.819 -2.503
H -0.661 4.073 -2.013
H 1.470 5.356 -0.161
H 0.527 4.048 0.303
H -0.423 5.965 0.771
C -1.819 0.547 -3.773
C -3.165 0.537 -4.565
O -4.046 1.352 -3.905
H -1.053 -0.012 -4.310
H -1.898 0.082 -2.791
H -1.442 1.546 -3.557
H -3.512 -0.496 -4.530
H -2.991 0.828 -5.601
H -4.889 1.446 -4.353
C 2.483 -5.477 -2.349
C 2.414 -5.411 -0.843
O 1.992 -6.701 -0.424
H 2.960 -4.584 -2.753
H 1.451 -5.474 -2.698
H 3.005 -6.323 -2.797
H 1.798 -4.589 -0.476
H 3.430 -5.270 -0.474
H 2.551 -7.428 -0.709
C -1.490 -2.943 -2.742
C -2.758 -3.751 -2.986
O -3.544 -3.752 -1.819
H -0.891 -2.703 -3.621
H -0.734 -3.346 -2.067
H -1.799 -2.006 -2.280
H -2.422 -4.739 -3.302
H -3.371 -3.298 -3.765
H -4.445 -3.832 -2.141
C 2.123 -1.519 -2.715
C 3.076 -1.159 -3.869
O 3.711 0.012 -3.495
H 1.400 -0.707 -2.641
H 2.603 -1.705 -1.754
H 1.606 -2.440 -2.986
H 2.484 -0.944 -4.759
H 3.833 -1.925 -4.040
H 4.273 0.390 -4.176
*
```

---

Entry 6:
DFT (ωB97M-V with the def2-TZVPD basis set) results for a single C3H5ClN2O molecule.

Properties
- Maximum force: 0.64 eV/Å
- ΔE to the lowest compared entry with this formula, charge and spin: 1.812 eV
- LUMO: 0.68 eV
- E_HOMO: -8.979 eV
- Calculated total energy: -762.210577 a.u.

Structure (ORCA input):
```
! wB97M-V def2-TZVPD RIJCOSX def2/J DEFGRID3
* xyz 0 1
C 1.688 -0.956 -0.004
C -0.692 -0.535 0.000
C -1.776 0.241 0.004
H 0.492 1.700 -0.820
H 0.495 1.694 0.828
H 1.346 -2.009 -0.003
H -0.798 -1.603 0.002
H -1.750 1.326 -0.009
N 0.902 1.290 -0.002
N 0.620 -0.071 0.000
O 2.841 -0.657 0.003
Cl -3.368 -0.418 0.000
*
```